Computed, not measured: 2 unconnected molecules or ions with the total composition C15H25F4O8S2, with wB97M-V/def2-TZVPD.

Last column: natural (NBO) charge in e.
Atoms and positions in Å:
C  2.54774  -3.83929  0.02719  -0.64
C  2.37738  -2.69762  -1.17418  -0.42
C  2.59551  -1.14520  -0.60234  -0.43
C  1.23974  -0.31532  -0.33232  -0.47
C  0.87994  0.93567  -1.31747  0.26
C  0.11961  0.18649  -2.55677  -0.25
C  0.17063  0.96717  -3.99720  -0.63
C  -1.43773  -0.23661  -2.29437  -0.44
C  -1.70368  -1.84935  -2.10263  -0.64
O  2.12246  1.45042  -1.98570  -0.61
S  2.74999  2.42226  -0.71287  2.22
O  3.56873  3.69111  -1.11643  -0.77
O  3.73624  1.74912  0.30257  -0.84
O  1.37530  2.68737  0.31359  -0.61
C  0.28952  2.30653  -0.65307  0.04
C  -1.06451  2.31931  0.25789  -0.48
C  -1.14589  1.24268  1.47567  -0.49
C  -2.63467  1.37572  2.22608  1.00
F  -2.78240  2.66663  2.93448  -0.33
F  -2.72427  0.17394  3.13074  -0.32
F  -3.69692  1.13809  1.18013  -0.36
S  0.10330  3.88538  -1.62813  2.11
O  -1.39223  4.32551  -1.85903  -0.82
O  0.79431  3.95337  -2.99641  -0.80
F  0.81114  5.15555  -0.65475  -0.46
H  3.12090  -3.41878  0.97620  0.22
H  1.49448  -4.24965  0.36004  0.23
H  3.26024  -4.69598  -0.40153  0.21
H  3.28234  -2.91529  -1.92203  0.21
H  1.40402  -2.82721  -1.80769  0.20
H  3.12622  -1.30289  0.45677  0.25
H  3.40708  -0.67195  -1.29010  0.24
H  1.30602  0.12285  0.77629  0.25
H  0.33496  -1.09161  -0.30382  0.25
H  0.71271  -0.83728  -2.72445  0.24
H  -0.34707  0.23039  -4.78170  0.22
H  1.23981  1.17713  -4.42006  0.24
H  -0.53249  1.90000  -3.93007  0.23
H  -1.96999  0.29661  -1.40238  0.22
H  -2.05831  0.07114  -3.26737  0.23
H  -2.28336  -1.99138  -1.06862  0.23
H  -0.73804  -2.50222  -2.01759  0.21
H  -2.43750  -2.28674  -2.92370  0.23
H  -2.03070  2.24083  -0.42220  0.29
H  -1.12838  3.40299  0.75513  0.27
H  -1.11315  0.11096  1.09829  0.26
H  -0.27053  1.36763  2.24108  0.27
C  -2.46153  -1.63374  5.48530  -0.72
C  -1.60208  -2.73568  6.08046  0.75
O  -2.18788  -3.83960  6.25872  -0.79
O  -0.40749  -2.40388  6.32099  -0.80
H  -3.48230  -1.98132  5.29987  0.19
H  -2.50504  -0.78438  6.17357  0.20
H  -2.03215  -1.29988  4.53595  0.19

## Properties
Energy ... -2383.9418 hartree
Charge ... -1
Spin multiplicity ... 1